Density functional theory data (wB97M-V/def2-TZVPD) for 6 unconnected molecules or ions with the total composition C23H48BrO19P.

The geometry in XYZ format:
```
92
Properties=species:S:1:pos:R:3:mulliken_charge:R:1
O 0.665 -3.443 6.338 -0.6855
P 0.486 -2.915 4.996 0.8678
O 0.686 -3.922 3.774 -0.4529
O 1.541 -1.821 4.502 -0.3737
O -0.947 -2.260 4.822 -0.2762
C -1.447 -1.795 3.554 -0.2521
C -2.906 -2.241 3.333 -0.7759
C -3.559 -2.895 4.544 -0.5003
Br -5.093 -3.959 3.993 -0.1875
H 0.005 -4.606 3.747 0.3287
H 1.639 -1.129 5.169 0.3083
H -1.370 -0.708 3.559 0.3058
H -0.809 -2.161 2.750 0.2767
H -3.491 -1.360 3.067 0.3294
H -2.963 -2.911 2.476 0.4200
H -3.956 -2.160 5.236 0.3827
H -2.897 -3.564 5.081 0.3075
C 3.233 1.243 -1.950 -1.0794
C 3.245 -0.223 -2.316 -0.3387
O 3.837 -1.024 -1.273 -0.3362
C 3.057 -1.275 -0.221 0.7151
O 1.909 -0.933 -0.091 -0.5915
O 3.765 -1.979 0.660 -0.3131
C 3.049 -2.308 1.862 -0.6483
H 4.240 1.580 -1.703 0.2164
H 2.865 1.839 -2.785 0.3830
H 2.586 1.419 -1.091 0.3530
H 3.874 -0.405 -3.186 0.3101
H 2.243 -0.598 -2.525 0.4124
H 2.110 -2.801 1.623 0.2731
H 2.859 -1.411 2.441 0.2958
H 3.697 -2.983 2.413 0.2872
C -10.946 -0.027 2.850 -1.1958
C -9.473 -0.356 2.777 0.2344
O -9.124 -1.450 3.651 -0.3685
C -9.428 -2.665 3.205 0.7938
O -9.956 -2.928 2.152 -0.5649
O -9.036 -3.555 4.114 -0.3313
C -9.328 -4.917 3.786 -0.6924
H -11.243 0.171 3.881 0.3278
H -11.152 0.863 2.254 0.3807
H -11.548 -0.848 2.464 0.3056
H -8.865 0.472 3.137 0.3130
H -9.162 -0.593 1.760 -0.0546
H -8.957 -5.160 2.792 0.3018
H -10.401 -5.094 3.828 0.3337
H -8.819 -5.512 4.538 0.2265
C -4.607 0.406 -1.984 -1.0789
C -5.792 0.457 -2.923 -0.1784
O -6.594 -0.735 -2.833 -0.3868
C -7.421 -0.790 -1.789 0.7872
O -7.578 0.077 -0.964 -0.5862
O -8.068 -1.951 -1.827 -0.3676
C -8.996 -2.138 -0.749 -0.5331
H -4.016 -0.491 -2.166 0.2914
H -3.972 1.278 -2.145 0.3522
H -4.937 0.406 -0.946 0.3032
H -5.469 0.484 -3.962 0.2910
H -6.420 1.325 -2.729 0.3082
H -9.696 -1.306 -0.697 0.3104
H -8.468 -2.232 0.196 0.2200
H -9.523 -3.062 -0.964 0.2637
C 5.667 7.792 -2.577 -1.0870
C 6.992 7.100 -2.803 -0.1570
O 7.463 6.445 -1.610 -0.3777
C 6.893 5.272 -1.343 0.8003
O 6.064 4.713 -2.015 -0.5640
O 7.409 4.807 -0.204 -0.3461
C 6.848 3.566 0.230 -0.4989
H 5.738 8.486 -1.739 0.2942
H 5.388 8.353 -3.470 0.3521
H 4.883 7.066 -2.367 0.3069
H 7.775 7.818 -3.040 0.3004
H 6.930 6.370 -3.610 0.2904
H 6.895 2.821 -0.562 0.1477
H 5.814 3.707 0.543 0.2918
H 7.445 3.241 1.077 0.2394
C 9.653 0.758 -6.081 -1.1104
C 9.239 1.759 -5.024 -0.1903
O 8.066 1.327 -4.311 -0.3480
C 8.278 0.413 -3.365 0.7089
O 9.345 -0.048 -3.048 -0.5626
O 7.102 0.102 -2.817 -0.2292
C 7.170 -0.926 -1.819 -0.5069
H 8.822 0.555 -6.758 0.2877
H 10.484 1.159 -6.662 0.3614
H 9.970 -0.178 -5.624 0.3150
H 8.945 2.706 -5.473 0.2938
H 10.043 1.943 -4.312 0.3259
H 7.915 -0.685 -1.064 0.3265
H 7.420 -1.879 -2.284 0.3476
H 6.185 -0.984 -1.370 0.0201
```

- HOMO energy: -0.3784 hartree
- Kohn-Sham gap: 10.45 eV
- F_max: 0.28 eV/A
- Calculated total energy: -142867.846 eV